[1]
Entry from the Open Molecules 2025 dataset: a cluster of 4 separate species, C5H18N2O4 in total at a distorted geometry (ωB97M-V with the def2-TZVPD basis set).

XYZ file:
```
29
Properties=species:S:1:pos:R:3:lowdin_charge:R:1
C -2.26 -0.09 -0.53 -0.0692
N -1.15 -0.54 0.32 0.0191
C -0.44 -1.69 0.17 -0.5015
O -0.50 -2.40 -0.76 0.0672
C 0.85 -1.89 0.99 -0.0753
C 1.68 -0.62 1.28 -0.2148
C 1.58 0.21 2.50 -0.3362
N 1.86 1.56 2.27 0.0140
H -3.34 -0.56 -0.30 0.1227
H -2.05 -0.32 -1.56 0.0570
H -2.44 0.98 -0.16 0.0966
H -1.08 -0.15 1.17 0.0763
H 0.47 -2.27 1.95 0.1163
H 1.37 -2.70 0.36 0.1454
H 2.66 -0.90 1.28 0.0778
H 1.45 0.01 0.39 0.0965
H 2.27 -0.19 3.42 0.1584
H 0.64 0.15 3.01 0.0938
H 1.17 2.02 1.82 0.0168
H 2.68 1.72 1.73 0.0746
O 0.31 1.30 -0.79 -0.0246
H 0.13 0.87 -1.55 -0.0188
H -0.24 2.09 -0.78 0.0192
O -0.98 -1.90 -3.22 -0.0330
H -0.70 -2.16 -2.41 -0.0961
H -0.35 -1.40 -3.77 0.0484
O -1.05 3.16 -2.04 -0.0736
H -2.06 3.10 -2.23 0.1169
H -0.49 2.61 -2.56 0.0259
```

Values from the calculation:
HOMO-LUMO gap	9.3	eV
DFT total energy	-611.6881	Eh
lowest unoccupied orbital energy	0.15	eV
E_HOMO	-9.132	eV

=====

[2]
Entry from the Open Molecules 2025 dataset: the ion C2H8N with charge +1 (ωB97M-V with the def2-TZVPD basis set).

XYZ file:
```
11
Properties=species:S:1:pos:R:3:lowdin_charge:R:1
C -0.79 0.88 0.49 0.0152
N 0.52 0.21 0.20 -0.0396
C 0.39 -1.04 -0.65 0.0175
H -1.58 0.14 0.40 0.1029
H -0.97 1.64 -0.27 0.1123
H -0.77 1.29 1.49 0.1068
H 1.17 0.85 -0.25 0.1801
H 0.97 -0.05 1.08 0.1766
H -0.11 -0.75 -1.57 0.1098
H 1.39 -1.43 -0.84 0.1087
H -0.21 -1.75 -0.09 0.1099
```

Values from the calculation:
HOMO-LUMO gap	15.2	eV
DFT total energy	-135.4925	Eh
lowest unoccupied orbital energy	-3.77	eV
total charge	+1
E_HOMO	-18.975	eV

=====

[3]
Entry from the Open Molecules 2025 dataset: the molecule C5H9NO (ωB97M-V with the def2-TZVPD basis set).

XYZ file:
```
16
Properties=species:S:1:pos:R:3:lowdin_charge:R:1
C 0.86 1.83 0.28 -0.0678
C 0.50 0.53 -0.55 -0.2217
C 1.04 -0.99 -0.87 -0.0914
C -0.28 -1.57 -0.28 -0.0898
C -0.59 -0.17 0.19 -0.3230
N -1.20 0.43 1.12 0.0209
O -2.17 -0.36 1.77 -0.0664
H 1.38 2.59 -0.30 0.0592
H 1.37 1.66 1.24 0.0741
H -0.10 2.29 0.59 0.0664
H 0.18 0.90 -1.53 0.1321
H 1.14 -1.21 -1.94 0.0968
H 1.94 -1.37 -0.38 0.0973
H -0.18 -2.31 0.53 0.1135
H -0.98 -1.99 -1.02 0.1126
H -2.90 -0.25 1.15 0.0873
```

Values from the calculation:
HOMO-LUMO gap	10.4	eV
DFT total energy	-325.7882	Eh
lowest unoccupied orbital energy	0.96	eV
E_HOMO	-9.394	eV

=====

[4]
Entry from the Open Molecules 2025 dataset: a cluster of 2 separate species, C7H10 in total (ωB97M-V with the def2-TZVPD basis set).

XYZ file:
```
17
Properties=species:S:1:pos:R:3:lowdin_charge:R:1
C -1.38 0.19 1.28 -0.0909
C -1.78 -0.65 0.08 -0.3294
C -1.53 -0.21 -1.33 -0.0353
C -0.78 -1.18 -0.91 -0.0374
H -2.20 0.86 1.58 0.0687
H -1.14 -0.45 2.14 0.0690
H -0.50 0.80 1.05 0.0524
H -2.67 -1.26 0.27 0.1077
H -1.82 0.47 -2.12 0.0937
H 0.01 -1.89 -1.08 0.0935
C 2.31 -0.64 0.57 -0.0143
C 2.02 0.45 -0.08 -0.2058
C 1.69 1.54 -0.72 -0.0043
H 2.91 -1.43 0.11 0.0609
H 1.95 -0.81 1.58 0.0625
H 0.77 1.56 -1.31 0.0498
H 2.30 2.43 -0.69 0.0592
```

Values from the calculation:
HOMO-LUMO gap	10.4	eV
DFT total energy	-272.5526	Eh
lowest unoccupied orbital energy	1.14	eV
E_HOMO	-9.307	eV

=====

[5]
Entry from the Open Molecules 2025 dataset: a structure of composition C25H19BCl2F2FeN9O2 (ωB97M-V with the def2-TZVPD basis set).

XYZ file:
```
61
Properties=species:S:1:pos:R:3:lowdin_spin:R:1
Fe 0.18 -0.64 0.38 4.2183
C 1.60 1.15 -3.37 0.0021
C 1.80 0.34 -2.25 0.0059
N 0.70 0.28 -1.51 0.0526
N -0.22 1.04 -2.13 0.0038
C 0.30 1.57 -3.25 0.0034
B -1.58 1.41 -1.48 0.0001
N -1.30 2.13 -0.14 0.0035
C -1.95 3.14 0.46 0.0061
C -1.28 3.45 1.63 0.0028
C -0.23 2.54 1.67 0.0073
N -0.24 1.74 0.61 0.0641
N -2.38 0.14 -1.13 0.0052
C -3.55 -0.36 -1.55 0.0086
C -3.85 -1.48 -0.79 0.0038
C -2.78 -1.60 0.09 0.0090
N -1.89 -0.63 -0.12 0.0532
N -2.31 2.33 -2.45 -0.0001
C -2.17 3.67 -2.61 0.0000
C -2.80 4.02 -3.78 0.0000
C -3.29 2.80 -4.28 0.0000
N -2.99 1.79 -3.49 0.0000
H 2.30 1.39 -4.15 0.0004
H 2.70 -0.16 -1.95 0.0000
H -0.30 2.21 -3.88 0.0004
H -2.84 3.57 0.02 0.0006
H -1.53 4.22 2.34 0.0003
H 0.54 2.43 2.42 0.0001
H -4.07 0.12 -2.35 0.0007
H -4.72 -2.10 -0.86 0.0004
H -2.62 -2.33 0.86 0.0002
H -1.61 4.27 -1.92 0.0000
H -2.89 5.00 -4.21 0.0000
H -3.85 2.62 -5.19 0.0000
F -0.58 0.59 5.58 0.0028
C 0.29 0.23 4.63 0.0068
C -0.15 0.03 3.34 0.0330
C 0.76 -0.35 2.36 0.1983
C 2.10 -0.58 2.69 0.0292
C 2.49 -0.32 4.01 0.0060
F 3.79 -0.46 4.37 0.0033
C 1.62 0.09 4.99 -0.0015
C 2.95 -1.21 1.66 0.0082
C 4.22 -1.74 1.88 0.0010
C 4.85 -2.42 0.86 0.0002
C 4.21 -2.58 -0.36 0.0019
C 2.95 -2.03 -0.51 0.0072
N 2.35 -1.34 0.46 0.0734
H -1.20 0.20 3.12 0.0040
H 1.96 0.27 6.00 -0.0002
H 4.68 -1.64 2.84 0.0004
H 5.84 -2.84 1.02 0.0000
H 4.66 -3.13 -1.17 0.0004
H 2.39 -2.17 -1.42 0.0008
Cl 1.37 -5.39 -0.08 0.0017
C -0.20 -4.70 0.37 0.0039
Cl -1.49 -5.25 -0.70 0.0009
C -0.12 -3.18 0.34 0.0099
O 0.15 -2.57 -0.71 0.0610
O -0.36 -2.57 1.42 0.0938
H -0.42 -5.04 1.37 0.0009
```

Values from the calculation:
HOMO-LUMO gap (spin up / spin down)	8.8 / 7.9	eV
spin multiplicity	6
DFT total energy	-4016.1897	Eh
lowest unoccupied orbital energy (spin up / spin down)	0.11 / -0.88	eV
E_HOMO (spin up / spin down)	-8.661 / -8.761	eV

=====

[6]
Entry from the Open Molecules 2025 dataset: a structure of composition C27H51BHgN8O2S3Si at a distorted geometry (ωB97M-V with the def2-TZVPD basis set).

XYZ file:
```
94
Properties=species:S:1:pos:R:3:lowdin_spin:R:1
Hg 0.75 -1.36 -0.22 0.0836
C 0.07 5.38 4.43 0.0000
C 0.22 3.96 3.92 0.0000
C 1.71 3.58 4.02 0.0000
C -0.72 3.04 4.75 0.0000
N -0.23 3.93 2.50 -0.0001
C -0.78 5.00 1.79 -0.0001
C -1.24 4.52 0.63 0.0000
N -0.99 3.18 0.60 0.0000
B -1.49 2.41 -0.72 0.0006
N -1.85 0.90 -0.54 0.0008
C -2.41 0.37 0.57 -0.0005
C -2.99 -0.80 0.28 -0.0006
N -2.81 -1.01 -1.09 0.0007
C -2.14 0.07 -1.60 0.0038
S -1.78 0.40 -3.21 0.0024
C -3.55 -1.98 -1.91 0.0001
C -4.19 -2.98 -1.00 0.0000
C -4.67 -1.26 -2.66 0.0000
C -2.60 -2.75 -2.90 0.0006
N -0.53 2.71 -1.90 0.0025
C -0.99 3.45 -2.95 0.0005
C -0.08 3.43 -3.93 0.0013
N 0.99 2.65 -3.47 0.0029
C 0.70 2.22 -2.20 0.0025
S 1.68 1.37 -1.11 0.0236
C 2.08 2.18 -4.36 0.0002
C 1.92 2.76 -5.76 0.0000
C 3.43 2.67 -3.80 0.0003
C 2.03 0.65 -4.42 0.0000
C -0.35 2.81 1.73 -0.0003
S 0.21 1.26 2.14 -0.0024
H 0.33 5.37 5.48 0.0000
H -0.94 5.75 4.35 0.0000
H 0.81 6.03 3.94 0.0000
H 2.01 3.68 5.09 0.0000
H 2.26 4.27 3.41 0.0000
H 1.89 2.55 3.68 0.0000
H -0.69 3.29 5.81 0.0000
H -0.45 1.99 4.61 0.0000
H -1.72 3.21 4.40 0.0000
H -0.72 6.01 2.15 0.0000
H -1.68 5.04 -0.21 0.0000
H -2.53 2.95 -1.03 0.0000
H -2.36 0.87 1.51 0.0001
H -3.47 -1.57 0.89 0.0000
H -5.02 -2.60 -0.44 0.0000
H -3.55 -3.57 -0.33 0.0000
H -4.70 -3.67 -1.64 0.0000
H -5.11 -0.54 -2.02 0.0000
H -5.42 -1.97 -3.01 0.0000
H -4.26 -0.69 -3.52 0.0000
H -1.89 -3.33 -2.30 0.0005
H -2.03 -2.12 -3.55 0.0000
H -3.24 -3.42 -3.46 0.0000
H -1.94 3.91 -2.87 0.0000
H -0.14 3.95 -4.90 0.0001
H 2.03 3.84 -5.77 0.0000
H 0.99 2.51 -6.26 0.0000
H 2.75 2.38 -6.38 0.0000
H 3.35 3.72 -3.59 0.0000
H 4.25 2.49 -4.53 0.0000
H 3.68 2.15 -2.89 0.0002
H 1.12 0.38 -4.91 0.0000
H 2.03 0.16 -3.45 0.0002
H 2.83 0.23 -5.04 0.0000
C 2.90 -6.23 -1.18 0.0001
O 1.95 -5.78 -0.24 0.0005
C 0.71 -5.50 -0.67 0.0010
O 0.25 -5.77 -1.77 0.0009
N -0.03 -4.94 0.31 0.0004
N -1.32 -4.48 0.02 0.0003
H 3.35 -7.11 -0.76 0.0000
H 3.66 -5.47 -1.35 0.0000
H 2.41 -6.50 -2.11 0.0000
H 0.40 -4.46 1.10 -0.0001
H -1.21 -3.64 -0.56 0.0016
H -1.83 -5.21 -0.50 0.0000
C 1.79 -2.76 5.32 0.0344
Si 1.72 -2.49 3.41 0.0827
C 2.59 -4.02 2.73 -0.0010
C 2.88 -0.98 3.13 0.0001
C -0.03 -2.36 2.77 0.6739
H 2.77 -3.19 5.51 0.0037
H 1.04 -3.49 5.65 0.0006
H 1.73 -1.83 5.85 0.0002
H 3.64 -4.07 3.06 -0.0003
H 2.62 -4.01 1.65 -0.0007
H 2.09 -4.95 3.01 0.0003
H 3.50 -0.88 4.02 -0.0002
H 2.22 -0.10 3.05 -0.0002
H 3.50 -1.08 2.22 -0.0003
H -0.58 -1.43 2.93 0.0370
H -0.62 -3.25 2.58 0.0415
```

Values from the calculation:
HOMO-LUMO gap (spin up / spin down)	6.4 / 6.1	eV
spin multiplicity	2
DFT total energy	-3310.4502	Eh
lowest unoccupied orbital energy (spin up / spin down)	2.57 / 2.16	eV
total charge	-1
E_HOMO (spin up / spin down)	-3.832 / -3.979	eV

=====

[7]
Entry from the Open Molecules 2025 dataset: the molecule CCl2O2S at a distorted geometry (ωB97M-V with the def2-TZVPD basis set).

XYZ file:
```
6
Properties=species:S:1:pos:R:3:lowdin_charge:R:1
O 0.66 1.58 -0.94 -0.4294
S 0.40 0.99 0.36 0.7397
O 1.41 0.87 1.42 -0.4038
C -0.29 -0.86 -0.17 -1.1535
Cl -1.34 -1.68 1.03 0.5311
Cl -0.85 -0.90 -1.70 0.7159
```

Values from the calculation:
HOMO-LUMO gap (spin up / spin down)	7.1 / 7.6	eV
DFT total energy	-1507.0334	Eh
lowest unoccupied orbital energy (spin up / spin down)	-2.58 / -2.20	eV
E_HOMO (spin up / spin down)	-9.671 / -9.755	eV